Formula: C31H30ClCoN3O5P
Source: OMol25
Level of theory: wB97M-V/def2-TZVPD

Each line ends with the Mulliken spin population.
Atoms and positions in Å:
Co  -0.238  0.191  0.247  1.0252
Cl  -2.213  1.427  0.346  0.0352
C  -2.736  1.318  1.991  -0.0071
C  -3.600  2.288  2.472  0.0030
C  -3.988  2.254  3.801  -0.0026
C  -3.523  1.248  4.632  0.0005
C  -2.675  0.270  4.140  -0.0032
C  -2.267  0.284  2.805  -0.0036
P  -1.017  -0.890  2.143  -0.0686
C  -1.891  -2.354  1.528  0.0085
C  -3.263  -2.547  1.597  -0.0043
C  -3.808  -3.724  1.111  0.0004
C  -2.991  -4.692  0.549  -0.0023
C  -1.618  -4.495  0.471  -0.0001
C  -1.067  -3.326  0.956  -0.0028
C  -0.234  -1.548  3.652  -0.0134
C  -0.571  -2.796  4.175  -0.0043
C  0.030  -3.238  5.341  0.0003
C  0.964  -2.446  5.991  -0.0030
C  1.308  -1.209  5.466  0.0006
C  0.715  -0.760  4.299  -0.0004
H  -3.945  3.071  1.817  -0.0010
H  -4.636  3.025  4.186  -0.0002
H  -3.810  1.233  5.672  -0.0001
H  -2.315  -0.508  4.796  -0.0006
H  -3.888  -1.786  2.040  -0.0003
H  -4.874  -3.887  1.166  0.0000
H  -3.423  -5.607  0.174  -0.0001
H  -0.981  -5.250  0.035  0.0000
H  0.004  -3.154  0.913  -0.0005
H  -1.297  -3.424  3.680  -0.0009
H  -0.240  -4.203  5.741  -0.0001
H  1.423  -2.796  6.902  -0.0001
H  2.038  -0.593  5.965  0.0001
H  0.987  0.202  3.885  -0.0011
C  1.112  -0.024  -3.125  0.0028
N  0.214  -1.141  -3.332  -0.0008
C  0.261  -1.738  -4.654  0.0002
C  -0.351  -3.126  -4.614  0.0000
C  -1.773  -2.997  -4.099  0.0001
N  -1.782  -2.239  -2.863  0.0003
C  -3.015  -2.331  -2.115  -0.0003
C  -0.801  -1.396  -2.483  0.0008
O  -0.852  -0.882  -1.336  0.0124
H  2.151  -0.350  -3.185  0.0003
H  0.934  0.428  -2.148  0.0002
H  0.943  0.734  -3.895  0.0004
H  1.305  -1.800  -4.966  0.0000
H  -0.277  -1.105  -5.369  0.0000
H  0.231  -3.755  -3.940  0.0000
H  -0.342  -3.571  -5.607  0.0000
H  -2.205  -3.980  -3.883  -0.0002
H  -2.415  -2.500  -4.838  0.0001
H  -3.226  -3.367  -1.845  0.0000
H  -3.841  -1.954  -2.725  -0.0001
H  -2.938  -1.735  -1.211  0.0004
O  2.842  2.031  1.716  -0.0093
C  2.435  1.054  1.130  -0.0040
O  1.348  1.033  0.431  0.0100
C  3.178  -0.264  1.201  0.0158
C  4.372  -0.296  1.915  0.0005
C  5.045  -1.491  2.076  -0.0002
C  4.508  -2.646  1.523  0.0007
C  3.329  -2.623  0.785  -0.0001
C  2.669  -1.422  0.621  0.0085
N  5.183  -3.913  1.727  -0.0001
O  4.621  -4.908  1.322  0.0001
O  6.250  -3.892  2.293  0.0001
H  4.745  0.624  2.338  -0.0002
H  5.971  -1.549  2.628  0.0001
H  2.957  -3.542  0.358  0.0000
H  1.748  -1.376  0.039  0.0086

Computed properties:
Total charge: +1
Total energy, eV: -106772.674
LUMO energy (spin up / spin down), eV: -4.64 / -3.49
Orbital gap (spin up / spin down), eV: 7.41 / 8.55
Spin multiplicity: 2